[1]
142
Properties=species:S:1:pos:R:3 method="wB97M-V/def2-TZVPD" relative_energy_kcal_mol=12.6 total_charge=+2 gap_ev=5.86 homo_energy_ev=-10.90
Ag 9.0884 -4.8024 10.4277
C 5.7071 -9.7227 5.7065
O 6.6463 -10.8822 5.8912
O 5.9737 -8.9747 4.5710
C 4.2393 -10.3069 5.8261
F 3.2386 -9.4536 5.5834
F 4.0110 -11.2930 5.0928
F 3.9562 -10.7700 7.0534
C 7.1156 -11.2569 7.2077
C 8.2462 -12.2274 6.9262
H 9.1702 -11.7444 6.6085
H 8.4076 -12.7893 7.8462
H 8.1094 -13.0384 6.2109
H 6.3014 -11.5637 7.8642
H 7.6355 -10.4329 7.6964
H 5.8716 -9.2463 6.6730
C 5.9589 -4.5792 12.0857
O 5.1653 -5.3862 11.1411
O 6.8329 -3.8227 11.2411
C 5.0292 -3.7525 13.0417
F 4.0323 -3.1773 12.3576
F 4.5614 -4.6127 13.8880
F 5.7028 -2.8094 13.6984
C 4.2105 -6.3090 11.6386
C 3.4101 -6.6562 10.3112
H 4.0820 -7.1522 9.6108
H 2.7021 -7.4340 10.5972
H 2.9188 -5.7886 9.8706
H 3.5019 -5.9597 12.3895
H 4.6469 -7.2172 12.0543
H 6.4665 -5.3441 12.6734
C 7.2751 -7.6511 8.8168
C 8.5495 -7.0154 8.1834
C 8.7755 -7.5596 6.7882
O 8.5885 -5.6259 8.1440
H 7.5306 -8.6840 9.0536
H 6.4408 -7.6710 8.1156
H 6.9787 -7.2965 9.8040
H 9.3179 -7.3353 8.8871
H 9.6220 -7.1327 6.2503
H 7.9574 -7.3325 6.1047
H 9.0848 -8.5939 6.6376
C 12.6729 -10.1148 2.9632
O 11.3732 -10.4288 3.5116
C 10.5033 -9.2690 3.6041
C 9.1294 -9.6567 4.1375
N 8.2423 -10.3731 3.0623
H 7.2952 -10.3874 3.4128
H 8.2297 -9.7734 2.2497
C 8.6978 -11.8058 2.7084
C 7.8049 -12.4459 1.6523
O 6.4329 -12.3433 2.0469
C 5.9599 -13.2410 3.0339
H 12.7315 -9.5734 2.0189
H 13.2625 -11.0255 3.0688
H 13.1649 -9.4243 3.6482
H 10.4458 -8.9266 2.5709
H 10.7793 -8.4713 4.2938
H 8.6439 -8.6828 4.2002
H 9.0218 -10.2986 5.0119
H 8.6850 -12.4235 3.6064
H 9.7258 -11.7251 2.3551
H 8.0894 -13.4557 1.3566
H 7.9590 -11.8723 0.7383
H 6.7092 -13.6373 3.7191
H 5.4087 -14.0616 2.5748
H 5.3100 -12.7255 3.7410
C 5.0266 -5.8846 5.8487
O 4.8553 -4.5034 5.8837
C 3.9698 -4.1400 6.9002
C 4.6476 -4.2570 8.2751
N 5.9093 -3.4706 8.4757
H 6.2380 -3.7236 9.3966
H 6.6125 -3.7451 7.8047
C 5.7463 -1.9326 8.2441
C 6.9950 -1.1176 8.5584
O 7.9228 -1.4782 7.5989
C 8.8726 -0.4541 7.3137
H 5.6620 -6.0492 4.9785
H 4.1046 -6.4660 5.8598
H 5.7283 -6.2459 6.6004
H 3.0062 -4.6453 6.8337
H 3.7374 -3.1024 6.6605
H 4.8811 -5.2456 8.6704
H 4.0139 -3.8406 9.0582
H 5.0276 -1.5258 8.9555
H 5.3368 -1.7997 7.2427
H 7.3583 -1.4404 9.5341
H 6.7318 -0.0602 8.5860
H 9.4926 -0.6438 6.4375
H 9.5676 -0.2782 8.1348
H 8.4113 0.5094 7.0973
C 12.7971 -5.8219 3.0606
O 11.5752 -6.3672 2.6414
C 11.1260 -5.9183 1.3822
C 9.6706 -5.4611 1.5170
N 9.4965 -4.3661 2.6732
H 10.3122 -3.7929 2.5119
H 8.8229 -3.6865 2.3499
C 9.2099 -4.8657 4.1105
C 8.5288 -3.7447 4.8847
O 7.6417 -3.0421 4.0015
C 7.0455 -1.8876 4.5869
H 13.5195 -5.7684 2.2461
H 13.2462 -6.4741 3.8096
H 12.6737 -4.8250 3.4837
H 11.2300 -6.7117 0.6422
H 11.7184 -5.1752 0.8483
H 9.0442 -6.2937 1.8371
H 9.2562 -5.0786 0.5842
H 10.1989 -5.1677 4.4553
H 8.5482 -5.7013 3.8824
H 9.2706 -3.0780 5.3245
H 7.8229 -4.1240 5.6235
H 7.7333 -1.0424 4.6134
H 6.7344 -1.8865 5.6316
H 6.1958 -1.6411 3.9502
C 8.6465 -7.4738 12.8034
O 9.6739 -7.3370 11.8162
C 10.4338 -8.5274 11.5508
C 11.6361 -8.3421 10.6515
N 12.5765 -7.2290 11.1826
H 12.1048 -6.3364 11.2106
H 12.8772 -7.3945 12.1325
C 13.8146 -7.0360 10.3303
C 13.4506 -6.5517 8.9841
O 13.2397 -7.7866 8.2796
C 12.9752 -7.6723 6.9021
H 7.6703 -7.8645 12.5163
H 8.4825 -6.5115 13.2884
H 9.0350 -8.1339 13.5790
H 9.8150 -9.3265 11.1426
H 10.9316 -8.8661 12.4594
H 11.3084 -8.1422 9.6313
H 12.3169 -9.1924 10.6920
H 14.4055 -7.9466 10.4281
H 14.3165 -6.2767 10.9301
H 14.2485 -6.0232 8.4625
H 12.5969 -5.8744 9.0080
H 12.7222 -8.6601 6.5170
H 13.8234 -7.3118 6.3202
H 12.1538 -7.0173 6.6115

[2]
8
Properties=species:S:1:pos:R:3 method="wB97M-V/def2-TZVPD" total_charge=0 gap_ev="4.85 / 5.86" homo_energy_ev="-6.45 / -7.68" multiplicity=2
O -1.1868 1.4190 1.2014
O 1.9435 -0.9444 -1.2615
O -0.1474 0.4528 1.0159
O 1.3713 -2.2419 -1.2937
C 1.2448 -0.0694 -0.7859
C 0.0485 0.2408 -0.2719
H -0.7385 0.5382 -0.9755
Mg -2.5353 0.6050 2.3712

[3]
13
Properties=species:S:1:pos:R:3 method="wB97M-V/def2-TZVPD" relative_energy_kcal_mol=92.5 smiles=CC#C[C@H]1CN1 total_charge=0 gap_ev=9.87 homo_energy_ev=-8.97
C -2.3056 -0.3041 -0.1012
C -1.2486 0.5650 -0.5807
C -0.1123 0.8754 -0.8447
C 1.0959 0.0667 -0.6644
C 2.1467 0.4159 0.2971
N 1.1844 -0.6344 0.6241
H -3.3024 0.1113 -0.1811
H -2.0887 -0.5551 0.9436
H -2.2388 -1.2318 -0.6791
H 1.2918 -0.5787 -1.5159
H 2.0327 1.3780 0.7867
H 3.1590 0.0689 0.1242
H 0.4729 -0.2768 1.2619

[4]
9
Properties=species:S:1:pos:R:3 method="wB97M-V/def2-TZVPD" relative_energy_kcal_mol=20.0 total_charge=0 gap_ev="6.63 / 6.73" homo_energy_ev="-6.54 / -8.76" multiplicity=3
C 1.3578 0.0177 0.1491
N 1.0856 0.6069 1.2330
O -1.0436 -0.3425 -0.7414
P 0.4093 -1.1799 -0.8637
P -2.1232 -0.2921 0.4430
S -0.2447 0.7330 2.1659
H 2.4613 0.1574 -0.2012
H 0.7070 -0.4323 -1.9132
H -2.6095 0.7318 -0.2714

[5]
15
Properties=species:S:1:pos:R:3 method="wB97M-V/def2-TZVPD" relative_energy_kcal_mol=15.5 total_charge=-1 gap_ev=7.59 homo_energy_ev=-3.76
C 2.4402 -0.4944 -0.6316
C 2.6417 0.8474 -1.4127
H 3.1013 -1.1971 -1.1298
H 2.9402 -0.3431 0.3625
H 1.4218 -0.8490 -0.4855
H 3.6281 1.2290 -1.5228
H 2.0612 1.4608 -0.7297
H 2.1780 0.6795 -2.4268
C -0.6123 0.7509 1.1614
C -1.5893 -0.2582 0.5012
O -2.8071 -0.0041 0.7335
O -1.0926 -1.1448 -0.2077
H 0.1748 0.1010 1.6808
H -1.0563 1.2112 2.0540
H -0.2323 1.4537 0.4166

[6]
30
Properties=species:S:1:pos:R:3 method="wB97M-V/def2-TZVPD" relative_energy_kcal_mol=119.9 smiles=O.O.O.O.O.O.O.O.O.O total_charge=0 gap_ev=9.94 homo_energy_ev=-10.39
H -1.2074 -0.1615 0.4650
H -1.3393 -0.3022 -1.0291
H 0.2220 1.9695 -1.9184
H -0.2972 2.8315 -0.8544
H -0.3308 3.5269 1.9118
H -1.6640 4.1606 1.7707
H -0.7527 -2.5812 -3.0172
H 0.5706 -2.0799 -2.3480
H 3.3542 -0.0049 1.7031
H 2.4239 0.7558 0.8430
H -1.1917 -4.0940 1.4271
H 0.0505 -3.4378 1.4747
H -1.5726 -0.4290 -3.8325
H -1.3243 -1.9175 -4.4990
H 2.1872 -2.9160 2.0847
H 1.4679 -1.6558 2.1913
H -2.5772 2.4859 3.6005
H -3.1257 2.2401 5.0888
H 3.1114 0.6732 -1.7804
H 2.3469 0.1504 -2.9719
O -1.2239 0.3755 -0.3264
O 0.0128 2.9224 -1.8357
O -1.0213 3.8740 2.5081
O 0.0623 -2.1567 -3.2107
O 2.7363 0.7134 1.7693
O -0.6137 -3.7663 0.8193
O -1.1975 -0.9616 -4.6139
O 1.4466 -2.4653 2.5780
O -3.3840 2.3180 4.1926
O 2.8308 -0.0675 -2.1901

[7]
42
Properties=species:S:1:pos:R:3 method="wB97M-V/def2-TZVPD" relative_energy_kcal_mol=85.3 smiles="COc1ccc(NC(=O)c2c(OC)cccc2OC)c(OC)c1" total_charge=0 gap_ev=8.70 homo_energy_ev=-8.04
C 3.9675 1.2827 -3.2924
H 3.1461 1.3980 -4.0072
O 3.5934 0.4815 -2.1982
C 2.5775 0.9118 -1.3968
C 1.8535 2.0803 -1.5828
C 0.8246 2.3848 -0.7057
C 0.5027 1.5567 0.3542
C 1.2762 0.4008 0.5802
C 2.2876 0.0844 -0.3107
H 2.8933 -0.7974 -0.1853
O 0.9836 -0.3090 1.6954
C 1.6531 -1.5223 1.9320
H 1.5096 -2.2244 1.1049
H 2.7235 -1.3639 2.0990
H 1.1957 -1.9274 2.8326
N -0.5732 1.8864 1.1979
C -1.6557 1.1321 1.5146
O -2.5438 1.5895 2.2073
C -1.6832 -0.2416 0.9168
C -1.7138 -0.3445 -0.4828
C -1.6809 -1.5928 -1.0907
C -1.6298 -2.7352 -0.3107
C -1.6343 -2.6468 1.0652
C -1.6679 -1.4026 1.6909
O -1.5769 -1.3831 3.0599
C -2.7608 -1.0249 3.7568
H -3.5461 -1.7702 3.5842
H -3.1222 -0.0387 3.4624
H -2.4903 -1.0200 4.8109
H -1.5989 -3.5319 1.6812
H -1.5962 -3.7026 -0.7895
H -1.6902 -1.6855 -2.1645
O -1.7886 0.8360 -1.1604
C -1.7138 0.8146 -2.5641
H -0.7747 0.3677 -2.9063
H -2.5598 0.2791 -3.0066
H -1.7493 1.8576 -2.8740
H -0.6482 2.8560 1.4805
H 0.2446 3.2826 -0.8581
H 2.0663 2.7528 -2.3974
H 4.7913 0.7580 -3.7737
H 4.3085 2.2713 -2.9688

[8]
12
Properties=species:S:1:pos:R:3 method="wB97M-V/def2-TZVPD" relative_energy_kcal_mol=62.8 total_charge=0 gap_ev="6.36 / 6.49" homo_energy_ev="-8.92 / -8.78"
C 0.7273 -0.2062 0.5606
C 1.8661 0.7038 0.1237
O -0.5258 0.4497 0.5946
P -1.6713 0.2897 -0.5317
S -3.2247 0.9927 0.4857
S 1.7011 1.1791 -1.6351
S -2.0974 -1.9150 -0.6514
H 0.6765 -1.0756 0.0541
H 0.9398 -0.4954 1.6798
H 2.0419 1.6312 0.6648
H 2.7146 -0.0072 0.0687
H -3.1482 -1.5467 -1.4138

| no. | molar mass (Da) |
| --- | --- |
| 1 | 989.92 |
| 2 | 113.33 |
| 3 | 81.12 |
| 4 | 139.06 |
| 5 | 89.11 |
| 6 | 180.15 |
| 7 | 317.34 |
| 8 | 172.24 |